Record 1
# C5H6N2O

C5H6N2O in the gas phase in a non-equilibrium geometry (ωB97M-V/def2-TZVPD, OMol25).

Lowest unoccupied orbital energy ... 0.2784 eV
Charge ... 0
2S+1 ... 1
HOMO energy ... -9.40 eV
SMILES string ... Cc1ncncc1O
Total energy ... -10308.2036 eV

Geometry as XYZ:
```
14
Properties=species:S:1:pos:R:3:forces:R:3:mulliken_charge:R:1
C -0.329429 2.007442 -0.073745 -1.1 2.4 0.8 -1.004
C 0.289777 0.609434 -0.049343 1.3 0.9 0.3 0.441
N 1.509864 0.308829 0.482266 -1.0 -1.4 0.8 -0.562
C 1.777262 -1.022764 0.741404 0.9 2.5 -2.0 -0.105
N 1.085847 -2.107403 0.383212 -0.7 0.9 1.0 -0.506
C -0.099585 -1.796593 -0.097450 -1.7 1.3 -1.5 -0.243
C -0.480447 -0.421977 -0.439786 -1.6 -3.0 -0.1 0.749
O -1.720127 -0.101112 -1.024174 -1.3 -4.8 2.4 -0.531
H 0.450376 2.828942 0.157695 -1.2 -1.5 -0.2 0.313
H -1.167578 2.008620 0.782510 2.0 0.1 -1.6 0.228
H -0.973620 2.444087 -0.981756 1.8 -1.7 1.5 0.269
H 2.800891 -1.156430 1.048015 0.1 -0.3 0.5 0.365
H -0.847778 -2.627158 -0.259589 0.9 0.9 -0.1 0.246
H -2.295452 -0.973918 -0.669259 1.7 3.6 -1.9 0.341
```
Positions in Å, forces in eV/Å.

=====

Record 2
# C5H10N

2 unconnected molecules or ions with the total composition C5H10N in a non-equilibrium geometry (ωB97M-V/def2-TZVPD, OMol25).

Lowest unoccupied orbital energy ... -4.4276 eV
Charge ... +1
2S+1 ... 1
HOMO energy ... -13.74 eV
Total energy ... -6827.4973 eV

Geometry as XYZ:
```
16
Properties=species:S:1:pos:R:3:forces:R:3:mulliken_charge:R:1
C 1.739910 1.128823 -1.928846 0.5 2.9 -3.6 -0.723
C 1.250922 0.214248 0.318272 0.3 4.0 -5.3 0.557
C 0.968078 -0.071913 1.643254 2.2 -1.0 1.5 -1.077
C -2.392147 -0.367841 -0.077090 2.6 3.0 -0.6 -0.310
C -2.256515 -1.478448 0.575190 -2.4 -1.9 1.1 -0.248
N 1.478046 0.779192 -0.688070 -1.6 -4.2 7.5 0.108
H 0.838933 1.307466 -2.482579 -0.7 0.1 -0.2 0.329
H 2.297149 2.069123 -1.955147 0.1 -0.1 0.0 0.324
H 1.076819 -1.142817 1.729057 -0.4 -0.5 0.5 0.370
H 1.889224 0.330684 2.131973 -0.8 -0.1 0.3 0.342
H 0.061957 0.318115 2.044992 -0.7 0.3 0.1 0.405
H -1.414081 0.273817 -0.174208 -2.0 -1.0 -0.4 -0.132
H -3.296685 0.095022 -0.434252 -0.2 -0.1 0.0 0.295
H 2.261749 0.384100 -2.436096 1.1 -1.3 -0.8 0.380
H -3.228030 -2.032454 0.858282 2.1 0.4 -0.5 0.203
H -1.275328 -1.807119 0.875266 -0.1 -0.4 0.3 0.177
```
Positions in Å, forces in eV/Å.

=====

Record 3
# C5H7O4Yb

A molecular structure, C5H7O4Yb in a non-equilibrium geometry (ωB97M-V/def2-TZVPD, OMol25).

Lowest unoccupied orbital energy (spin up / spin down) ... -5.8441 / -6.1359 eV
Charge ... +1
2S+1 ... 3
HOMO energy (spin up / spin down) ... -9.79 / -11.96 eV
Total energy ... -45002.3165 eV

Geometry as XYZ:
```
17
Properties=species:S:1:pos:R:3:forces:R:3:mulliken_charge:R:1
O 3.546474 0.075972 1.108662 1.1 1.1 0.8 -0.652
C 2.821217 -0.682108 0.417230 -0.3 -2.3 -1.0 0.764
O 1.693010 0.147416 -0.040298 0.6 0.1 0.9 -0.158
O 2.883571 -1.831627 0.076397 -0.2 1.5 0.5 -0.448
Yb 2.939797 2.152831 1.162851 -0.5 -0.9 -0.3 1.333
C 0.004108 0.165396 -1.643024 -3.2 -0.4 1.1 -0.546
C 0.608672 -0.451554 -0.526904 1.7 0.4 -0.9 0.120
H 0.565233 1.003476 -2.076499 -0.4 -0.5 -0.1 0.266
H -0.674604 -0.455145 -2.233702 0.5 0.4 -0.3 0.271
O -2.985103 -0.161855 1.056867 0.1 0.9 -0.3 -0.510
C -1.789781 -0.537881 0.401598 1.0 -1.7 1.6 -0.412
C -0.991650 0.652401 -0.135485 -1.0 1.6 -1.9 -0.414
H -3.188221 -0.800691 1.744476 0.1 -0.1 0.0 0.337
H -2.056709 -1.240025 -0.406911 0.5 0.4 -0.1 0.253
H -1.170172 -1.080746 1.136793 -0.3 -0.2 -0.3 0.299
H -0.464417 1.623332 -0.187407 2.5 -0.4 1.9 0.155
H -1.741421 1.420802 0.145355 -2.1 0.1 -1.5 0.342
```
Positions in Å, forces in eV/Å.